(a)
C4H10N3 | ωB97M-V/def2-TZVPD

Each atom is followed by the atoms it is bonded to, with distances in Å.
Positions of all 17 atoms, in Å:
1 C -2.466 0.461 -0.218  C2 1.491, N6 1.212, H8 1.123
2 C -3.780 0.046 -0.789  C1 1.491, H9 1.007, H10 1.047, H11 1.138
3 C 2.786 0.522 0.336  C4 1.332, H12 1.063, H13 1.092
4 C 3.511 -0.536 -0.020  C3 1.332, H15 1.108, H16 1.149
5 N 0.300 -1.321 0.763  N7 1.264, H14 1.057, H17 0.967
6 N -1.395 -0.104 -0.170  C1 1.212, N7 1.196
7 N -0.323 -0.630 -0.093  N5 1.264, N6 1.196
8 H -2.456 1.449 0.314  C1 1.123
9 H -4.185 0.613 -1.517  C2 1.007
10 H -4.502 0.001 -0.032  C2 1.047
11 H -3.811 -1.039 -1.132  C2 1.138
12 H 1.825 0.634 -0.103  C3 1.063
13 H 3.005 1.432 0.900  C3 1.092
14 H 1.294 -1.666 0.664  N5 1.057
15 H 3.125 -1.384 -0.619  C4 1.108
16 H 4.564 -0.530 0.442  C4 1.149
17 H 0.067 -1.452 1.692  N5 0.967

Summary:
Orbital gap (eV): 9.23
Charge: +1
HOMO level (eV): -13.61

***

(b)
C4H10N3 | ωB97M-V/def2-TZVPD

Each atom is followed by the atoms it is bonded to, with distances in Å.
Positions of all 17 atoms, in Å:
1 C 1.716 -1.140 -0.465  N2 1.239, H8 1.142, H9 1.030
2 N 0.907 -0.251 -0.162  C1 1.239, C3 1.271
3 C -0.095 0.433 0.218  N2 1.271, C4 1.476, N6 1.355
4 C -1.382 0.214 -0.471  C3 1.476, C5 1.517, H10 1.092, H11 1.109
5 C -1.386 -0.935 -1.462  C4 1.517, H12 1.049, H13 1.071, H14 1.058
6 N 0.084 1.308 1.238  C3 1.355, N7 1.378, H15 1.020
7 N 1.382 1.259 1.698  N6 1.378, H16 1.022, H17 1.000
8 H 1.705 -2.187 -0.011  C1 1.142
9 H 2.478 -1.074 -1.154  C1 1.030
10 H -1.720 1.096 -1.020  C4 1.092
11 H -2.031 0.147 0.426  C4 1.109
12 H -0.802 -0.745 -2.312  C5 1.049
13 H -1.118 -1.759 -0.833  C5 1.071
14 H -2.376 -0.906 -1.834  C5 1.058
15 H -0.646 1.961 1.523  N6 1.020
16 H 1.560 0.538 2.400  N7 1.022
17 H 1.724 2.041 2.220  N7 1.000

Summary:
Orbital gap (eV): 10.01
Charge: +1
HOMO level (eV): -13.90
SMILES: C=N/C(CC)=[NH+]\N

***

From most stable to least stable, the computed energies give (b), (a).

***

(a)
C4H10N2O2 | ωB97M-V/def2-TZVPD

Each atom is followed by the atoms it is bonded to, with distances in Å.
Positions of all 18 atoms, in Å:
1 N -1.815 1.090 -1.861  C2 1.488, H9 1.020, H10 1.019
2 C -1.694 0.812 -0.404  N1 1.488, C3 1.521, H11 1.089, H12 1.087
3 C -0.638 -0.256 -0.165  C2 1.521, N4 1.455, H13 1.087, H14 1.098
4 N -0.073 -0.070 1.163  C3 1.455, C5 1.475, H15 1.005
5 C 1.068 -0.958 1.452  N4 1.475, C6 1.501, H16 1.095, H17 1.091
6 C 2.180 -0.795 0.457  C5 1.501, O7 1.200, O8 1.359
7 O 2.557 -1.649 -0.298  C6 1.200
8 O 2.675 0.469 0.393  C6 1.359, H18 0.977
9 H -2.562 1.778 -1.957  N1 1.020
10 H -2.227 0.240 -2.242  N1 1.019
11 H -2.659 0.538 0.020  C2 1.089
12 H -1.372 1.727 0.089  C2 1.087
13 H -1.088 -1.241 -0.260  C3 1.087
14 H 0.126 -0.259 -0.953  C3 1.098
15 H 0.303 0.859 1.235  N4 1.005
16 H 0.686 -1.972 1.297  C5 1.095
17 H 1.379 -0.828 2.490  C5 1.091
18 H 3.153 0.516 -0.457  O8 0.977

Summary:
Orbital gap (eV): 10.10
Charge: 0
HOMO level (eV): -9.29
SMILES: NCCNCC(=O)O

***

(b)
C4H10N2O2 | ωB97M-V/def2-TZVPD

Each atom is followed by the atoms it is bonded to, with distances in Å.
Positions of all 18 atoms, in Å:
1 C 0.454 0.876 1.118  C2 1.526, C3 1.496, H7 1.093, H8 1.099
2 C 1.433 1.332 0.041  C1 1.526, H11 1.090, H12 1.091, H13 1.089
3 C -0.759 0.156 0.622  C1 1.496, C4 1.410, O5 1.325
4 C -1.316 0.322 -0.663  C3 1.410, H9 1.085, H10 1.086, H18 1.263
5 O -1.488 -0.517 1.499  C3 1.325, H6 0.969
6 H -0.929 -0.838 2.222  O5 0.969
7 H 0.964 0.225 1.833  C1 1.093
8 H 0.071 1.736 1.685  C1 1.099
9 H -1.028 1.228 -1.186  C4 1.085
10 H -2.367 0.061 -0.738  C4 1.086
11 H 2.317 1.769 0.507  C2 1.090
12 H 0.996 2.089 -0.612  C2 1.091
13 H 1.740 0.477 -0.559  C2 1.089
14 N 0.029 -1.780 -1.729  N15 1.291, H17 1.020
15 N 0.273 -2.439 -0.645  N14 1.291, O16 1.274
16 O 0.667 -1.681 0.300  N15 1.274
17 H -0.365 -2.442 -2.398  N14 1.020
18 H -0.691 -0.573 -1.298  C4 1.263

Summary:
Orbital gap (eV): 8.55
Charge: 0
HOMO level (eV): -8.01

***

From most stable to least stable, the computed energies give (a), (b).